No. 1
C8H21NOSi2 | the ωB97M-V functional and the def2-TZVPD basis

Geometry as XYZ:
```
33
Properties=species:S:1:pos:R:3:nbo_charge:R:1
C 1.843 -2.210 -0.251 -0.7181
C 0.505 -1.709 -0.551 0.7095
O -0.304 -2.340 -1.233 -0.6096
N 0.161 -0.475 -0.039 -1.2676
Si 1.226 0.937 -0.218 1.8524
C 2.420 0.815 -1.588 -1.1517
C 2.105 1.343 1.326 -1.1863
C 0.211 2.500 -0.589 -1.1155
Si -1.592 -0.444 0.385 1.8220
C -2.635 -0.287 -1.122 -1.1605
C -2.092 -2.170 0.976 -1.1141
C -1.970 0.881 1.744 -1.1080
H 1.757 -3.219 0.086 0.2519
H 2.481 -2.131 -1.101 0.2443
H 2.254 -1.633 0.595 0.2142
H 3.433 0.689 -1.282 0.2397
H 2.138 0.050 -2.270 0.2444
H 2.380 1.744 -2.094 0.2508
H 1.742 0.633 2.085 0.2481
H 1.874 2.372 1.711 0.2579
H 3.138 1.067 0.879 0.2415
H -0.273 2.879 0.276 0.2283
H -0.532 2.264 -1.350 0.2318
H 0.814 3.310 -0.917 0.2397
H -1.918 -0.112 -1.970 0.2470
H -3.270 0.583 -1.074 0.2303
H -3.206 -1.186 -1.368 0.2538
H -1.273 -2.603 1.472 0.2213
H -2.209 -2.738 0.072 0.2517
H -3.073 -2.072 1.575 0.2328
H -3.000 0.753 2.128 0.2476
H -1.813 1.747 1.101 0.2305
H -1.321 0.762 2.605 0.2398
```

For the frontier orbital gap, the calculation gives 10.081 eV. Its energy relative to the best compared isomer or geometry (same formula, charge and spin) is 0.00 kcal/mol. Its SMILES is CC(=O)N([Si](C)(C)C)[Si](C)(C)C.

=====

No. 2
C45H40ClN8O4S4W | the ωB97M-V functional and the def2-TZVPD basis

Geometry as XYZ:
```
103
Properties=species:S:1:pos:R:3:mulliken_charge:R:1
W -0.236 -0.150 1.042 2.0938
S -2.350 -1.481 1.233 -0.2125
C -2.672 -2.465 -0.091 0.4582
N -3.607 -3.379 -0.116 0.2344
C -3.780 -4.218 -1.308 -0.9402
C -3.545 -3.414 -2.555 -0.4574
N -2.247 -2.718 -2.462 0.3670
C -1.449 -2.442 -3.699 -0.5899
C -2.152 -2.830 -4.963 -0.4302
C -3.088 -1.972 -5.533 -0.0779
C -3.754 -2.340 -6.691 -0.7962
C -3.481 -3.565 -7.288 -0.4531
C -2.541 -4.418 -6.731 -0.7337
C -1.876 -4.052 -5.569 -0.1124
C -1.835 -2.273 -1.306 0.0599
S -0.366 -1.436 -1.151 -0.2892
C -4.519 -3.668 1.016 -1.2834
C -5.935 -3.295 0.656 0.5064
C -6.912 -4.277 0.556 -0.2729
C -8.213 -3.932 0.213 -0.6549
C -8.536 -2.608 -0.036 -0.4542
C -7.561 -1.621 0.063 -0.7748
C -6.265 -1.963 0.413 -0.0932
H -4.804 -4.587 -1.304 0.4773
H -3.099 -5.071 -1.242 0.2937
H -4.331 -2.672 -2.709 0.2691
H -3.518 -4.063 -3.426 0.5387
H -0.503 -2.978 -3.591 0.5234
H -1.224 -1.372 -3.682 0.5742
H -3.290 -1.008 -5.078 0.4782
H -4.477 -1.669 -7.137 0.4197
H -3.996 -3.849 -8.196 0.4196
H -2.318 -5.365 -7.205 0.4274
H -1.130 -4.714 -5.142 0.3840
H -4.159 -3.131 1.889 0.4699
H -4.441 -4.737 1.215 0.4348
H -6.665 -5.313 0.761 0.4190
H -8.972 -4.699 0.145 0.4127
H -9.550 -2.340 -0.299 0.4117
H -7.820 -0.586 -0.116 0.4277
H -5.510 -1.189 0.516 0.4477
S 2.038 4.437 -4.656 0.2321
N 2.888 3.409 -3.757 -0.6461
C 2.032 2.833 -2.928 0.6988
C 2.365 1.829 -1.940 0.5766
C 3.656 1.348 -1.721 -0.5812
C 3.850 0.398 -0.742 -1.2045
C 2.762 -0.070 -0.020 -0.2749
N 1.517 0.365 -0.228 0.6476
C 1.322 1.328 -1.161 -0.2085
C -0.031 1.821 -1.301 -0.7430
N -0.938 1.293 -0.452 0.6696
C -2.207 1.683 -0.559 -0.3344
C -2.620 2.630 -1.489 -1.1952
C -1.698 3.195 -2.342 -0.6181
C -0.367 2.781 -2.254 0.5962
C 0.702 3.290 -3.086 0.6862
N 0.574 4.204 -4.036 -0.6476
H 4.477 1.732 -2.314 0.6250
H 4.833 0.004 -0.526 0.6168
H 2.904 -0.810 0.750 0.3198
H -2.909 1.240 0.130 0.5906
H -3.661 2.918 -1.519 0.5513
H -1.978 3.944 -3.071 0.6269
Cl 2.973 -2.453 5.170 -0.1503
C 2.404 -2.693 3.567 -0.0051
C 2.739 -3.834 2.858 -0.3539
C 2.228 -3.961 1.579 -1.0331
C 1.408 -2.976 1.066 -0.0412
N 1.088 -1.861 1.748 -0.0683
C 1.604 -1.727 2.984 -0.3820
H 3.375 -4.592 3.295 0.5071
H 2.454 -4.829 0.975 0.5099
H 0.999 -3.078 0.076 0.4787
H 1.360 -0.829 3.529 0.5017
C 7.381 1.482 4.208 -1.5511
C 5.932 1.675 3.876 0.8850
C 5.520 2.749 3.086 -0.8166
C 4.181 2.968 2.813 -0.6673
C 3.241 2.084 3.335 -0.2746
C 3.621 0.997 4.119 -0.0751
C 4.962 0.805 4.385 -1.2361
S 1.573 2.391 2.958 1.0188
O 1.408 3.691 2.388 -0.7663
O 1.060 1.315 2.090 0.3114
N 0.825 2.200 4.405 -0.1911
C -0.587 2.645 4.486 -0.9722
C -1.565 1.460 4.447 -0.8540
C -1.343 0.744 3.169 0.4968
O -1.591 1.252 2.042 -0.6860
O -0.739 -0.382 3.107 -0.9310
H 8.021 1.783 3.380 0.4086
H 7.600 0.448 4.467 0.3942
H 7.649 2.102 5.067 0.3240
H 6.258 3.439 2.698 0.4793
H 3.862 3.823 2.232 0.5623
H 2.884 0.327 4.542 0.7634
H 5.266 -0.026 5.009 0.4040
H 1.407 2.583 5.144 0.4314
H -0.810 3.347 3.681 0.3278
H -0.711 3.178 5.425 0.5574
H -2.584 1.847 4.474 0.3707
H -1.405 0.780 5.281 0.4165
```

For the frontier orbital gap, the calculation gives 6.385 eV. Its energy relative to the best compared isomer or geometry (same formula, charge and spin) is 0.00 kcal/mol. The net charge is +3.

=====

No. 3
C24H43ClN4O2Tc | the ωB97M-V functional and the def2-TZVPD basis

Geometry as XYZ:
```
75
Properties=species:S:1:pos:R:3:lowdin_spin:R:1
Tc 0.641 -0.787 -0.317 1.3820
Cl 0.229 0.154 -2.456 0.0781
C 2.652 -4.205 0.134 0.1124
C 1.803 -2.242 -0.394 0.0570
N 1.484 -3.558 -0.237 0.0715
H 4.671 -3.400 0.458 0.0223
N 3.113 -2.032 -0.106 0.0565
H 2.716 -5.261 0.317 0.0651
C 0.039 -3.966 -0.357 0.0112
C -0.002 -5.435 -0.743 0.2871
C -0.709 -3.718 0.949 0.0675
H 0.461 -6.070 0.015 0.0701
H -1.052 -5.741 -0.850 0.0526
H 0.483 -5.582 -1.713 0.0567
H -1.768 -3.559 -1.415 0.0127
H -0.309 -3.341 -2.442 0.0111
H -0.618 -2.694 1.343 0.0159
C -0.721 -3.192 -1.434 0.0791
H -0.405 -4.423 1.732 0.0245
H -1.785 -3.863 0.764 0.0141
H -0.864 -2.090 -1.265 0.0310
C 3.648 -3.265 0.197 0.0676
C 3.545 -0.145 1.484 0.0087
H 4.240 -0.759 2.112 0.0043
H 3.818 0.961 1.526 0.0028
C 3.637 -0.611 0.025 0.0041
H 3.290 1.392 -0.567 0.0082
C 5.063 -0.562 -0.504 0.0358
H 5.074 -0.813 -1.569 0.0073
H 2.481 -0.239 1.849 -0.0003
H 1.747 0.647 -0.382 0.0133
H 5.737 -1.227 0.042 0.0079
H 5.429 0.473 -0.415 0.0054
C 2.834 0.409 -0.764 0.0606
H 2.842 0.279 -1.845 0.0018
C -3.673 3.332 -0.396 0.0018
N -3.152 2.118 0.113 0.0003
H -2.662 5.274 -0.642 0.0003
N -1.540 3.549 0.208 0.0001
H -4.678 3.505 -0.762 0.0008
C -3.689 0.738 -0.113 0.0020
C -5.171 0.769 0.176 0.0095
C -3.433 0.162 -1.522 0.0082
H -5.679 1.391 -0.574 0.0016
H -5.551 -0.258 0.127 0.0031
H -5.313 1.170 1.188 0.0011
H -3.615 -1.160 0.853 0.0047
H -2.674 0.065 1.802 0.0007
H -2.353 -0.027 -1.700 0.0025
C -2.934 -0.278 0.780 0.0273
H -3.872 0.759 -2.344 0.0016
H -3.934 -0.827 -1.534 0.0045
H -2.010 -0.682 0.250 0.0226
C -2.649 4.238 -0.337 0.0011
C 0.639 3.565 -1.173 0.0022
H 0.279 4.083 -2.082 0.0006
H 1.694 3.880 -1.024 0.0011
C -0.097 3.945 0.130 0.0001
H 1.664 3.751 1.290 0.0008
C -0.005 5.427 0.347 0.0009
H -0.515 5.661 1.288 0.0001
H 0.664 2.469 -1.328 -0.0002
H 1.070 2.175 0.716 -0.0008
H -0.453 5.950 -0.506 0.0002
H 1.056 5.681 0.422 0.0003
C 0.728 3.156 1.161 0.0006
H 0.253 2.995 2.149 0.0002
C -1.905 2.327 0.422 0.0009
C 0.771 -1.085 3.931 0.0258
O 0.649 -1.271 2.503 0.0291
C 0.239 -0.110 1.673 0.0281
O -0.250 0.910 2.160 -0.0024
H -0.025 -0.418 4.293 0.0015
H 1.765 -0.686 4.191 0.0039
H 0.667 -2.092 4.360 0.0071
```

For the frontier orbital gap (alpha / beta), the calculation gives 1.384 / 4.376 eV. The net charge is -2. As for the expectation value of S²: 3.772. The multiplicity is 4.

=====

No. 4
C27H34F5N7SSeSiZr | the ωB97M-V functional and the def2-TZVPD basis

Geometry as XYZ:
```
77
Properties=species:S:1:pos:R:3:mulliken_charge:R:1
Zr 0.000 0.000 0.000 -2.8797
C -2.726 -4.322 2.312 -1.0581
N -1.506 -3.510 2.332 0.3121
C -1.103 -3.115 3.680 -1.1177
C -1.254 -2.646 1.280 0.0877
N -0.830 -1.438 1.382 0.0790
N -1.460 -3.184 0.024 0.1369
C -1.224 -2.636 -1.213 0.2576
N -1.454 -3.489 -2.242 -0.4945
N -0.828 -1.434 -1.377 0.0395
H -2.786 -4.974 3.190 0.3646
H -2.759 -4.976 1.435 0.2918
H -3.612 -3.678 2.303 0.3304
H -1.151 -3.965 4.369 0.3406
H -1.754 -2.322 4.062 0.4033
H -0.067 -2.762 3.688 0.2581
H -0.532 -0.921 2.508 0.1991
H -1.370 -4.184 0.023 0.3839
H -2.324 -3.997 -2.139 0.2609
H -1.435 -3.010 -3.133 0.2647
H -0.552 -0.956 -2.527 0.1956
F 3.659 1.454 5.354 -0.3345
C 2.607 1.507 4.522 0.5630
C 2.599 0.742 3.366 -0.5373
F 3.647 -0.050 3.087 -0.3433
C 1.511 0.794 2.500 -0.0963
F 1.548 0.034 1.393 1.4964
C 0.413 1.619 2.789 0.1624
S -0.930 1.678 1.712 -0.4232
C 0.435 2.389 3.962 0.3528
F -0.582 3.201 4.300 -0.3344
C 1.530 2.328 4.820 0.3980
F 1.549 3.065 5.943 -0.3116
C 1.733 0.000 -1.502 -1.6462
C 2.182 1.196 -0.812 0.4810
C 3.198 1.121 0.145 -0.7786
C 3.666 2.280 0.770 -0.4609
C 3.119 3.519 0.441 -0.8553
C 2.104 3.600 -0.510 -0.6158
C 1.638 2.442 -1.137 -0.3703
H 2.288 -0.958 -1.408 0.9156
H 1.321 0.069 -2.531 0.9018
H 3.641 0.163 0.407 0.5769
H 4.460 2.214 1.508 0.5168
H 3.486 4.421 0.925 0.3797
H 1.677 4.566 -0.769 0.4653
H 0.850 2.523 -1.882 1.0578
C 3.551 -3.292 1.512 -1.0366
Si 2.384 -3.370 0.049 -0.9051
C 1.308 -4.898 0.179 -1.0493
C 3.390 -3.460 -1.536 -1.2183
C 1.335 -1.864 0.000 1.5797
H 4.197 -4.175 1.536 0.4533
H 2.994 -3.251 2.453 0.2707
H 4.190 -2.406 1.453 0.2690
H 1.924 -5.802 0.186 0.5032
H 0.620 -4.962 -0.668 0.2926
H 0.717 -4.881 1.100 0.1969
H 4.028 -4.348 -1.538 0.4167
H 4.030 -2.578 -1.638 0.3338
H 2.732 -3.508 -2.409 0.3265
H 0.505 -1.822 -0.734 1.6516
H 1.830 -0.873 0.057 -1.3421
Se -1.078 1.068 -3.177 0.2455
N -0.829 1.435 -1.435 -0.0629
C -1.209 2.675 -1.138 0.6074
C -1.125 3.220 0.138 0.6993
C -1.556 4.539 0.331 -0.8213
C -2.060 5.282 -0.754 -0.6675
C -2.134 4.708 -2.034 -0.8355
C -1.699 3.393 -2.203 0.5082
N -1.719 2.734 -3.371 -0.9286
H -0.736 2.638 0.962 -0.5734
H -1.501 4.985 1.315 0.5362
H -2.392 6.301 -0.598 0.3987
H -2.522 5.277 -2.874 0.4492
H -1.912 0.000 0.000 -0.1140
```

For the frontier orbital gap (alpha / beta), the calculation gives 3.166 / 4.640 eV. Its energy relative to the best compared isomer or geometry (same formula, charge and spin) is 0.00 kcal/mol.

=====

No. 5
C3H10OSi | the ωB97M-V functional and the def2-TZVPD basis

Geometry as XYZ:
```
15
Properties=species:S:1:pos:R:3:nbo_charge:R:1
C -0.834 0.787 -1.251 -0.6662
C 1.637 0.984 0.651 -0.0066
C -0.707 0.213 0.110 -0.6776
O 2.545 -0.072 0.598 -0.6914
Si -0.706 -1.585 0.381 0.8902
H -1.909 1.060 -1.515 0.2186
H -0.216 1.745 -1.331 0.2121
H -0.556 -0.060 -2.059 0.2017
H 1.585 1.612 1.558 0.1744
H 1.684 1.405 -0.382 0.1681
H -1.243 0.937 0.794 0.2207
H 3.065 -0.093 1.458 0.4792
H 0.592 -2.360 0.156 -0.1626
H -1.477 -2.406 -0.555 -0.1752
H -1.090 -1.816 1.699 -0.1856
```

For the frontier orbital gap (alpha / beta), the calculation gives 8.238 / 8.553 eV. Its energy relative to the best compared isomer or geometry (same formula, charge and spin) is 116.73 kcal/mol.

=====

No. 6
C4H5N3O | the ωB97M-V functional and the def2-TZVPD basis

Geometry as XYZ:
```
13
Properties=species:S:1:pos:R:3:nbo_charge:R:1
C -0.531 2.139 0.300 0.2439
C 0.480 -0.189 -0.148 0.4596
C 1.396 -1.061 -0.750 -0.1901
C -0.374 -2.316 -0.144 0.2673
H -2.174 1.029 1.451 0.3652
H -0.273 3.134 -0.048 0.1899
H 1.162 1.550 -0.214 0.3946
H 2.436 -0.870 -1.125 0.2303
H -0.933 -3.298 0.210 0.2309
N -1.718 2.051 0.781 -0.6682
N 0.321 1.126 -0.013 -0.6090
N 0.790 -2.299 -0.766 -0.4449
O -0.584 -0.997 0.467 -0.4695
```

For the frontier orbital gap, the calculation gives 8.919 eV. Its energy relative to the best compared isomer or geometry (same formula, charge and spin) is 107.35 kcal/mol.

=====

No. 7
C12H9N2O4PS | the ωB97M-V functional and the def2-TZVPD basis

Geometry as XYZ:
```
29
Properties=species:S:1:pos:R:3:nbo_charge:R:1
O -3.090 3.576 1.237 -0.2097
N -3.278 3.499 0.099 0.4047
O -4.164 2.375 -0.214 -0.4599
C -3.326 1.382 -0.744 0.3334
C -3.183 1.240 -2.096 -0.2799
C -2.313 0.264 -2.535 -0.1890
C -1.639 -0.521 -1.642 -0.2216
C -1.789 -0.384 -0.272 0.2366
C -2.658 0.590 0.157 -0.3380
N -1.057 -1.193 0.618 -0.6058
C 0.326 -1.247 0.343 0.2266
C 1.278 -1.043 1.313 -0.2836
C 2.631 -1.111 1.037 -0.3890
P 3.875 -0.851 2.379 1.3362
O 3.095 0.259 3.348 -0.9651
O 5.017 0.069 1.593 -0.9641
C 3.065 -1.384 -0.242 -0.2202
C 2.120 -1.604 -1.223 -0.1992
C 0.785 -1.529 -0.932 -0.2007
S -0.480 -1.776 -2.171 0.2858
H -3.697 1.879 -2.805 0.2369
H -2.121 0.104 -3.592 0.2300
H -2.829 0.752 1.220 0.2259
H -1.219 -0.935 1.583 0.3837
H 1.006 -0.809 2.344 0.2178
H 2.562 0.804 2.745 0.4730
H 4.544 0.833 1.225 0.4743
H 4.112 -1.434 -0.526 0.2335
H 2.424 -1.806 -2.247 0.2277
```

For the frontier orbital gap, the calculation gives 7.734 eV. Its SMILES is O=NOc1ccc2c(c1)Nc1cc(P(O)O)ccc1S2.

=====

No. 8
C16H27ClCrF3NO18S | the ωB97M-V functional and the def2-TZVPD basis

Geometry as XYZ:
```
68
Properties=species:S:1:pos:R:3:lowdin_spin:R:1
Cr -3.761 -29.136 -28.579 3.7577
C -5.696 -33.095 -27.110 0.0041
F -5.652 -34.239 -26.504 0.0013
F -6.103 -33.231 -28.359 0.0005
F -6.489 -32.295 -26.422 0.0003
S -3.924 -32.295 -27.190 0.0139
O -3.123 -33.070 -28.179 0.0032
O -4.092 -30.902 -27.748 0.0526
O -3.345 -32.295 -25.889 0.0044
Cl -5.490 -30.185 -31.059 0.0040
O -5.998 -29.883 -29.739 0.0188
O -5.963 -31.497 -31.407 0.0056
O -5.818 -29.215 -31.998 0.0025
O -4.113 -30.116 -30.635 0.0153
C -10.030 -27.186 -31.235 0.0000
C -9.157 -28.434 -31.128 0.0000
O -9.055 -28.590 -29.725 0.0000
C -10.069 -27.987 -29.117 0.0000
O -10.266 -28.067 -27.941 0.0000
O -10.629 -27.076 -29.932 0.0000
H -10.767 -27.400 -32.009 0.0000
H -9.595 -26.239 -31.554 0.0000
H -8.183 -28.329 -31.606 0.0000
H -9.657 -29.298 -31.564 0.0000
C -9.820 -30.668 -34.228 0.0000
C -8.561 -31.423 -33.914 0.0000
O -8.226 -32.068 -35.115 0.0000
C -9.207 -31.893 -36.014 0.0000
O -9.286 -32.422 -37.102 0.0000
O -10.052 -30.928 -35.586 0.0000
H -9.675 -29.614 -33.990 0.0000
H -10.669 -31.070 -33.675 0.0000
H -8.520 -32.106 -33.065 0.0000
H -7.787 -30.686 -33.700 0.0000
C -0.994 -25.454 -32.335 0.0001
C 0.204 -26.274 -31.896 0.0002
O -0.328 -27.253 -31.006 0.0006
C -1.562 -27.027 -30.856 0.0022
O -2.282 -27.790 -30.178 0.0227
O -1.999 -26.002 -31.510 0.0004
H -1.154 -25.539 -33.410 0.0000
H -0.835 -24.417 -32.038 0.0000
H 0.886 -25.581 -31.404 0.0000
H 0.737 -26.662 -32.764 0.0000
C -0.972 -30.722 -29.868 0.0052
O -1.813 -30.146 -28.827 0.0234
C -0.952 -29.882 -27.761 0.0023
C -1.631 -29.118 -26.690 0.0045
N -2.583 -28.142 -27.178 0.0056
C -3.452 -27.590 -26.121 0.0068
C -4.616 -28.534 -25.769 0.0021
O -5.284 -28.820 -26.996 0.0280
C -6.709 -28.998 -26.712 0.0046
H -0.480 -29.935 -30.440 0.0003
H -1.558 -31.285 -30.594 0.0001
H -0.274 -31.494 -29.544 0.0006
H -0.019 -29.421 -28.085 0.0002
H -0.649 -30.841 -27.339 0.0002
H -0.865 -28.585 -26.126 0.0002
H -1.968 -29.840 -25.946 0.0000
H -2.087 -27.283 -27.369 0.0030
H -3.735 -26.575 -26.400 0.0007
H -2.905 -27.404 -25.197 0.0000
H -5.209 -27.912 -25.098 0.0002
H -4.422 -29.309 -25.028 0.0002
H -7.170 -28.203 -26.126 0.0005
H -6.934 -29.948 -26.226 0.0005
H -7.292 -29.007 -27.633 0.0001
```

For the frontier orbital gap (alpha / beta), the calculation gives 7.797 / 8.563 eV. As for the expectation value of S²: 6.007. The multiplicity is 5.

=====

Short version: max |F| = 0.0469; 0.0087; 0.0984; 0.2899; 0.0529; 0.1081; 0.0355; 0.1290 hartree/bohr, in the order given.